A structure of composition C21H46NO9 at a distorted geometry, computed with wB97M-V/def2-TZVPD.

ORCA input file:
```
! RIJCOSX wB97M-V def2-TZVPD def2/J DEFGRID3
* xyz 1 1
N -0.80433 -0.71786 -0.95373
H -0.08883 -0.85550 -1.47380
H -1.24632 0.23797 -1.14912
H -0.13394 -0.43649 -0.21730
H -1.45047 -1.34711 -1.03827
O -0.70624 -2.74829 1.11983
C -0.21214 -3.58141 1.82031
O 0.95772 -3.31884 2.48008
C 1.66825 -2.22298 2.14554
C 2.79721 -2.20221 3.08776
C -0.62502 -5.00060 1.92333
H 1.14391 -1.20782 2.29586
H 2.18867 -2.33357 1.29804
H 2.64796 -2.35867 4.05890
H 3.38715 -1.44657 3.01058
H 3.62754 -3.25944 2.92037
H -1.71727 -5.17138 2.02201
H -0.26679 -5.51722 2.72376
H -0.34558 -5.62593 0.94840
O -2.41857 0.81713 1.01784
C -3.26857 1.63438 1.37291
O -3.14570 2.44111 2.40170
C -1.90175 2.45061 3.13481
C -2.10450 3.50460 4.34155
C -4.61755 1.68536 0.67951
H -0.92675 2.47500 2.63065
H -1.83063 1.56781 3.67268
H -1.22495 3.55885 5.06546
H -2.92366 3.21849 4.85179
H -2.19747 4.29883 3.71351
H -4.56978 1.33052 -0.41349
H -4.95726 2.83422 0.60141
H -5.46181 1.19066 1.19821
O -0.09280 0.53027 -3.65605
C 0.31885 1.57024 -4.24249
O 0.93020 2.68879 -3.50244
C 1.00040 2.48482 -2.15006
C 1.65465 3.74264 -1.67102
C 0.28432 1.70944 -5.74712
H 1.49906 1.45812 -1.89169
H -0.05215 2.25329 -1.82663
H 2.43773 3.99470 -2.41109
H 2.15059 3.70977 -0.81054
H 1.01425 4.41677 -1.46450
H -0.59999 1.40106 -6.15890
H 1.02721 1.07930 -6.24944
H 0.65317 2.66995 -5.99536
C 2.10575 1.77910 3.11873
C 2.00789 1.56470 1.57359
O 0.75280 1.49802 0.99007
C 3.19468 1.31036 0.78841
H 0.98370 1.70370 3.46744
H 2.59433 2.74079 3.34974
H 2.80279 1.03493 3.63569
H 3.76399 0.63617 1.12188
H 3.80928 2.12237 1.02307
H 3.24269 1.45294 -0.25292
C -5.83720 -2.34657 -2.12697
C -4.51728 -1.74873 -1.48583
O -3.55233 -1.13695 -2.19038
C -4.17355 -2.28967 -0.13970
H -6.68729 -1.96790 -1.81602
H -5.76928 -3.44256 -2.06083
H -6.01212 -1.99794 -3.16845
H -3.76936 -1.37934 0.45811
H -3.35647 -2.97598 -0.02309
H -5.13917 -2.08425 0.51294
C 4.93291 -1.29293 -1.00400
C 3.67709 -1.30034 -1.82434
O 2.43210 -1.37618 -1.14040
C 3.77930 -1.10609 -3.23354
H 5.57209 -2.19075 -1.32791
H 4.88700 -1.19741 -0.08445
H 5.32319 -0.29036 -1.14890
H 2.85515 -1.01958 -3.46720
H 4.28315 -2.04039 -3.55414
H 4.31615 -0.26197 -3.50440
*
```

The LUMO energy comes out at -2.13 eV. Its largest force on an atom is 10.43 eV/Å. The electronic energy comes out at -1559.02901 Ha.



A structure of composition C21H46NOP3RuS at a distorted geometry, computed with wB97M-V/def2-TZVPD.

ORCA input file:
```
! RIJCOSX wB97M-V def2-TZVPD def2/J DEFGRID3
* xyz 3 6
Ru 0.50611 -0.53434 0.85928
P -0.54655 -2.43913 0.81162
P -0.36231 -0.00425 2.80973
P 2.38176 -1.30899 1.55425
H 3.17327 1.71379 -3.69164
C 3.83081 0.82972 -3.62646
C 3.54210 -0.26919 -4.34653
H 2.80579 -0.24124 -5.17859
C -2.19389 -2.21627 0.04815
C -0.94919 -3.41238 2.32595
C 0.18821 -3.73763 -0.24936
C -0.04227 1.79589 2.92319
C -2.17978 -0.08856 3.03738
C 0.19495 -0.69547 4.42692
C 3.56987 -1.72620 0.23521
C 2.53117 -2.75240 2.67043
C 3.20725 0.04555 2.45295
H 4.85606 0.98203 -3.26014
H 4.19301 -1.15813 -4.42517
H -2.06962 -1.64032 -0.87625
H -2.86215 -1.66344 0.71726
H -2.64758 -3.18887 -0.18489
H -1.71821 -2.91399 2.92175
H -0.05497 -3.56552 2.93390
H -1.32675 -4.39771 2.02570
H 0.19049 -3.38433 -1.28606
H -0.41449 -4.65165 -0.17965
H 1.21089 -3.95647 0.07365
H -0.46661 2.21242 3.84927
H -0.52125 2.26673 2.05125
H 1.04087 1.98583 2.89846
H -2.46146 0.12157 4.07991
H -2.56181 -1.08132 2.77178
H -2.63443 0.65522 2.37025
H -0.33206 -0.18324 5.24411
H 1.27380 -0.56210 4.56231
H -0.05447 -1.76368 4.47792
H 4.57541 -1.81534 0.66528
H 3.55113 -0.94822 -0.53742
H 3.27901 -2.68242 -0.21298
H 3.59036 -2.89729 2.91470
H 2.14690 -3.64945 2.17097
H 1.96382 -2.57346 3.58929
H 4.27263 -0.18620 2.57911
H 2.74084 0.19770 3.43373
H 3.09552 0.96681 1.86470
C 0.97758 0.87601 -2.71256
C 1.46606 1.67595 -1.65593
C 1.39265 3.06993 -1.75447
C 0.86999 3.66294 -2.90532
C 0.38337 2.87870 -3.95097
C 0.40122 1.49373 -3.84501
S 1.07398 -0.86923 -2.80648
H 1.58133 -1.15394 -3.98533
H 1.90464 1.20321 -0.76703
H 1.74655 3.68938 -0.92347
H 0.83578 4.74573 -3.01099
H -0.02132 3.37610 -4.83505
H -0.01049 0.83779 -4.61417
C -4.49251 2.53754 -2.08762
N -3.30794 2.21359 -1.31914
C -2.02949 2.59447 -1.83719
C -3.28466 1.37039 -0.26267
C -4.59259 0.92324 0.28693
O -2.16987 1.01064 0.19897
H -4.19954 3.19598 -2.90983
H -5.24163 3.05192 -1.47494
H -4.96270 1.63907 -2.51206
H -1.42541 3.07063 -1.05861
H -1.46279 1.71975 -2.17289
H -2.15671 3.28215 -2.67465
H -5.13573 0.30218 -0.43619
H -4.43363 0.33229 1.18785
H -5.21834 1.78577 0.54361
*
```

The LUMO energy (alpha / beta) comes out at -10.01 / -13.14 eV. Its largest force on an atom is 6.37 eV/Å. The electronic energy comes out at -2473.65594 Ha.



A cluster of 6 separate species, C21H46O9S5 in total at a distorted geometry, computed with wB97M-V/def2-TZVPD.

ORCA input file:
```
! RIJCOSX wB97M-V def2-TZVPD def2/J DEFGRID3
* xyz 0 1
C 6.06856 -2.95766 1.16309
O 5.01577 -2.06335 1.46572
C 3.92450 -2.17312 0.56581
C 2.84034 -1.17022 0.92364
C 1.94229 -0.95120 -0.30067
C 0.51341 -0.49082 -0.03074
C -0.23317 -1.26500 1.06917
C -1.65969 -1.74569 0.63974
C -1.56882 -3.21334 0.43158
C -1.40969 -3.88766 -0.71224
C -0.89383 -5.21860 -0.29630
O -0.00959 -5.80312 -0.84923
O -1.25157 -5.46119 1.01487
C -1.66395 -4.22086 1.51632
O -2.22291 -4.12918 2.55945
H 5.84442 -3.54785 0.27204
H 6.21557 -3.64723 1.99403
H 6.98683 -2.40580 0.96463
H 3.51251 -3.18684 0.62068
H 4.27388 -1.97211 -0.45308
H 3.31186 -0.23615 1.22788
H 2.30580 -1.57002 1.78391
H 2.45510 -0.24874 -0.95570
H 1.91150 -1.89130 -0.86304
H 0.49644 0.57932 0.15686
H -0.03356 -0.62700 -0.96717
H -0.31442 -0.65352 1.96591
H 0.38262 -2.11766 1.36073
H -2.35405 -1.48395 1.43116
H -1.88682 -1.26099 -0.30349
H -1.44954 -3.53557 -1.72826
C 0.17030 4.46002 1.32637
S -0.22179 3.96668 -0.35080
O 0.53762 2.71359 -0.63516
C 0.65112 5.31069 -1.15287
H -0.25738 3.72005 1.99917
H 1.25358 4.49170 1.44745
H -0.27661 5.43289 1.52234
H 1.70186 5.28511 -0.86026
H 0.19496 6.25965 -0.87319
H 0.56485 5.16776 -2.22822
C 1.57794 -4.47125 -5.90036
S 0.96591 -4.06863 -4.25924
O 1.59423 -2.78140 -3.86209
C 1.83652 -5.37456 -3.39508
H 1.17681 -3.73706 -6.59559
H 2.66679 -4.42549 -5.90206
H 1.23481 -5.46722 -6.18004
H 2.91015 -5.28138 -3.56343
H 1.47590 -6.34164 -3.74564
H 1.61524 -5.27194 -2.33828
C -4.44061 4.39936 -0.08075
S -3.90388 6.05309 0.36978
O -2.67728 5.89944 1.19486
C -5.25429 6.39424 1.50465
H -3.69680 3.98484 -0.75815
H -4.51011 3.78122 0.81447
H -5.40610 4.45745 -0.58342
H -5.26934 5.64117 2.29249
H -6.19605 6.39453 0.95605
H -5.08297 7.37718 1.93759
C 0.66280 7.87104 -4.24564
S 0.84771 8.67928 -2.65062
O -0.34710 8.32969 -1.83930
C 0.58866 10.35031 -3.25588
H 0.75114 6.79865 -4.08916
H -0.31757 8.10422 -4.66093
H 1.45366 8.20827 -4.91539
H -0.38630 10.41563 -3.73829
H 1.38253 10.60947 -3.95621
H 0.62233 11.02118 -2.40052
C -2.03190 -6.58685 4.58541
S -1.73043 -6.38343 6.34259
O -0.28410 -6.63420 6.57024
C -2.60527 -7.86754 6.86002
H -1.53124 -5.78137 4.06365
H -1.63137 -7.54676 4.25717
H -3.10287 -6.53112 4.39168
H -2.16330 -8.73816 6.37561
H -3.65948 -7.77657 6.59821
H -2.50307 -7.95538 7.93946
*
```

The LUMO energy comes out at -0.50 eV. Its largest force on an atom is 1.60 eV/Å. The electronic energy comes out at -3495.65774 Ha.



Which formula does entry 3 have?
C21H46O9S5



What is the formula in the first record?
C21H46NO9



Which value of electronic energy does entry 1 give?
-1559.02901 Ha



electronic energy of number 3 (C21H46O9S5)?
-3495.65774 Ha